1.
{
  "formula": "C20H13N3O5S3",
  "method": "ωB97M-V/def2-TZVPD",
  "species": ["S", "S", "S", "O", "O", "O", "O", "O", "N", "N", "N", "C", "C", "C", "C", "C", "C", "C", "C", "C", "C", "C", "C", "C", "C", "C", "C", "C", "C", "C", "C", "H", "H", "H", "H", "H", "H", "H", "H", "H", "H", "H", "H", "H"],
  "coordinates": [[3.927, -1.704, -1.052], [1.415, -3.406, -0.891], [8.557, 1.153, -1.498], [6.085, -0.482, -1.537], [-1.835, 0.769, 1.157], [-4.062, -0.072, -0.100], [-5.586, -1.468, -1.020], [-1.953, -3.047, -0.242], [5.359, -0.029, 0.550], [2.415, -1.833, 1.033], [3.398, -1.007, 1.371], [7.757, 1.687, 0.891], [-0.778, -1.333, 0.891], [-8.343, 1.712, -1.055], [4.260, -0.828, 0.428], [-6.176, 0.793, -0.567], [7.400, 0.966, -0.223], [9.499, 2.192, -0.523], [-7.467, 0.645, -1.072], [-7.937, 2.931, -0.535], [-5.275, -0.379, -0.602], [2.520, -2.288, -0.172], [-0.867, -2.588, 0.406], [-3.027, -0.954, 0.034], [-5.770, 2.020, -0.044], [6.259, 0.103, -0.484], [-6.654, 3.083, -0.032], [-1.862, -0.375, 0.747], [8.960, 2.388, 0.714], [-3.004, -2.228, -0.413], [0.223, -3.602, 0.498], [0.119, -1.015, 1.400], [-6.343, 4.034, 0.373], [-8.622, 3.766, -0.522], [-0.181, -4.607, 0.392], [0.801, -3.489, 1.412], [7.190, 1.722, 1.804], [-3.819, -2.705, -0.936], [10.407, 2.608, -0.914], [-7.760, -0.315, -1.470], [5.478, 0.448, 1.431], [9.406, 3.009, 1.470], [-9.343, 1.597, -1.446], [-4.771, 2.131, 0.349]],
  "smiles": "O=C(Oc1coc(CSc2nnc(NC(=O)c3cccs3)s2)cc1=O)c1ccccc1",
  "homo_energy_ev": -8.535,
  "total_charge": 0,
  "largest_force_ev_per_a": 1.93
}

2.
{
  "formula": "C40H77Cl6N8O12",
  "method": "ωB97M-V/def2-TZVPD",
  "species": ["Cl", "Cl", "Cl", "Cl", "Cl", "Cl", "O", "O", "O", "O", "O", "O", "O", "O", "O", "O", "O", "O", "N", "N", "N", "N", "N", "N", "N", "N", "C", "C", "C", "C", "C", "C", "C", "C", "C", "C", "C", "C", "C", "C", "C", "C", "C", "C", "C", "C", "C", "C", "C", "C", "C", "C", "C", "C", "C", "C", "C", "C", "C", "C", "C", "C", "C", "C", "C", "C", "H", "H", "H", "H", "H", "H", "H", "H", "H", "H", "H", "H", "H", "H", "H", "H", "H", "H", "H", "H", "H", "H", "H", "H", "H", "H", "H", "H", "H", "H", "H", "H", "H", "H", "H", "H", "H", "H", "H", "H", "H", "H", "H", "H", "H", "H", "H", "H", "H", "H", "H", "H", "H", "H", "H", "H", "H", "H", "H", "H", "H", "H", "H", "H", "H", "H", "H", "H", "H", "H", "H", "H", "H", "H", "H", "H", "H"],
  "coordinates": [[-2.166, 0.028, -6.386], [-5.032, -0.727, -2.093], [-0.093, -2.030, 2.198], [-1.640, -2.904, -4.383], [-6.798, 1.085, -4.246], [1.396, -1.756, 5.229], [-6.512, -0.625, 1.468], [3.232, -4.380, -0.260], [5.442, -0.372, -5.494], [6.548, 3.267, -4.943], [-2.585, 1.721, 1.207], [1.291, 1.195, 2.305], [-9.774, -3.078, -1.155], [6.265, -4.420, -2.019], [3.955, 3.411, 1.028], [5.378, -2.439, 2.378], [7.216, -2.441, -6.147], [5.216, -2.018, -1.112], [-3.433, 3.796, 1.518], [2.243, -0.542, -0.390], [0.835, 2.211, 4.298], [-7.529, -3.443, -1.024], [5.155, 3.212, -3.155], [0.234, -0.773, -1.157], [-4.782, -0.747, 2.957], [2.862, 5.389, 0.791], [-3.179, -0.696, -5.108], [-3.111, -2.208, -5.109], [2.936, 4.052, 1.038], [-3.357, -1.017, 3.160], [-3.211, 5.213, 1.291], [-5.599, -0.846, 4.131], [6.029, -2.085, 3.489], [5.470, -2.159, -2.317], [4.509, 2.414, -2.117], [2.148, 2.853, 4.416], [5.756, -1.240, -4.636], [2.215, -1.894, 3.620], [5.197, -1.199, -3.338], [6.801, -3.468, -4.111], [3.412, -0.091, 0.352], [0.546, 1.442, 3.229], [6.607, -2.437, -5.040], [-1.970, -1.886, -1.060], [-0.054, 2.319, 5.419], [-7.385, -3.733, -2.416], [-4.776, 3.346, 1.734], [4.787, 4.586, -3.247], [1.067, 0.057, -0.524], [-5.314, -0.633, 1.726], [-6.388, 0.324, -1.634], [1.575, 6.050, 0.756], [4.013, 6.207, 0.480], [-2.435, 2.922, 1.216], [2.260, -5.214, 0.145], [6.180, -3.487, -2.811], [0.971, -1.897, -1.528], [1.234, -5.648, -0.914], [-1.182, -0.634, -1.400], [6.026, 2.640, -4.044], [-7.439, 0.435, -2.712], [1.455, -2.772, 2.666], [-8.742, -3.160, -0.508], [-6.365, -3.446, -0.172], [6.316, -0.559, 3.564], [2.199, -1.779, -0.982], [3.694, 4.656, -3.346], [4.194, 0.193, -0.339], [-5.985, 1.262, -1.260], [0.796, -4.808, -1.466], [2.697, 2.271, 5.161], [2.667, 2.801, 3.464], [-4.762, 2.263, 1.838], [-5.528, 0.062, 4.737], [0.802, 5.568, 1.362], [-2.173, 5.473, 1.500], [1.951, 3.584, 1.221], [-3.368, 5.490, 0.243], [-0.875, 1.607, 5.354], [4.615, -0.300, -3.143], [7.105, -0.236, 4.259], [-1.462, 3.405, 1.046], [-5.406, -1.740, 4.726], [-1.579, -2.372, -0.161], [6.464, -0.150, 2.556], [-7.240, -4.807, -2.610], [-6.453, -3.322, -2.816], [5.396, -2.243, 4.426], [-3.935, -2.578, -4.500], [3.173, 0.705, 1.053], [1.685, -4.737, 0.989], [0.366, -6.148, -0.433], [-1.317, -0.398, -2.466], [-5.632, -4.227, -0.385], [1.977, 3.870, 4.773], [5.352, -0.075, 3.796], [-0.434, 3.340, 5.535], [4.686, 1.357, -2.310], [7.341, -4.368, -4.386], [-8.212, -3.432, -3.050], [-5.418, 3.528, 0.860], [-7.776, -0.572, -2.948], [-5.270, 3.828, 2.577], [5.086, 5.203, -2.387], [-4.217, -0.439, -5.322], [3.653, -0.944, 0.996], [-3.353, -1.978, 3.674], [4.934, 2.713, -1.161], [-6.568, -3.390, 0.892], [-3.856, 5.795, 1.946], [-2.758, -1.067, 2.255], [-3.161, -2.537, -6.143], [3.916, 6.703, -0.485], [1.628, -6.391, -1.615], [1.333, -3.772, 3.069], [0.466, -2.711, -2.014], [-1.598, 0.271, -0.955], [1.681, 7.029, 1.230], [-6.892, -0.153, -0.790], [0.486, 2.080, 6.342], [-5.799, -2.532, -0.391], [1.178, 6.087, -0.263], [0.794, 0.966, -0.021], [-4.513, -0.552, 0.973], [6.966, -2.680, 3.640], [5.231, 5.082, -4.108], [2.072, -2.886, 1.768], [-2.893, -0.238, 3.767], [3.425, 2.538, -2.230], [-3.004, -1.623, -0.836], [-0.465, 1.001, 3.298], [-6.660, -0.917, 3.883], [-8.254, 1.063, -2.365], [4.146, 6.921, 1.300], [6.240, 1.602, -3.748], [2.361, -0.889, 3.241], [3.007, -2.541, -0.892], [2.686, -6.149, 0.603], [-2.906, -0.235, -4.164], [-1.996, -2.693, -1.790], [3.181, -2.387, 3.766], [-8.738, -2.963, 0.574], [4.897, 5.571, 0.488]],
  "homo_energy_ev": 2.292,
  "total_charge": -3,
  "largest_force_ev_per_a": 2.06
}

3.
{
  "formula": "C6H14N2O",
  "method": "ωB97M-V/def2-TZVPD",
  "species": ["O", "N", "N", "C", "C", "C", "C", "C", "C", "H", "H", "H", "H", "H", "H", "H", "H", "H", "H", "H", "H", "H", "H"],
  "coordinates": [[-0.457, -0.765, -0.889], [0.804, 1.540, -0.668], [1.108, 0.059, 1.044], [0.731, -1.987, -0.730], [-1.523, 2.426, 0.821], [-1.903, 0.124, 1.624], [1.882, -1.857, -1.689], [-1.102, 1.165, 0.892], [0.220, 0.719, 0.319], [-0.263, -0.209, -1.657], [2.653, -1.190, -1.303], [0.687, -0.355, 1.870], [1.028, -2.181, 0.295], [-2.094, -0.744, 0.994], [-2.872, 0.518, 1.932], [2.298, -2.847, -1.899], [1.773, 1.741, -0.475], [-1.380, -0.232, 2.516], [-0.918, 3.234, 0.424], [0.024, -2.759, -1.013], [0.265, 2.332, -0.978], [-2.490, 2.718, 1.202], [1.530, -1.450, -2.631]],
  "smiles": "[H]/N=C(/N)C(=C)C.CCO",
  "homo_energy_ev": -8.272,
  "e_above_lowest_kj_mol": 355.00,
  "total_charge": 0,
  "largest_force_ev_per_a": 4.29
}

4.
{
  "formula": "C7H6NO4S",
  "method": "ωB97M-V/def2-TZVPD",
  "species": ["S", "O", "O", "O", "O", "N", "C", "C", "C", "C", "C", "C", "C", "H", "H", "H", "H", "H", "H"],
  "coordinates": [[1.160, 2.776, -1.447], [0.614, -0.951, -3.797], [0.427, 3.013, -2.713], [1.980, -2.011, -2.402], [-1.562, 0.050, -2.851], [0.485, 2.385, 1.687], [-1.068, -0.185, -1.751], [1.079, -1.210, -2.575], [0.021, 1.961, -0.569], [0.708, -0.823, -0.166], [0.177, -0.021, 0.954], [0.225, 1.546, 0.747], [0.325, -0.579, -1.449], [1.592, -1.384, 0.212], [-0.107, -0.338, -3.992], [0.584, -0.353, 1.937], [-0.821, -0.141, 1.254], [0.534, 1.874, 2.583], [-1.680, -0.353, -0.875]],
  "homo_energy_ev": -4.265,
  "e_above_lowest_kj_mol": 174.15,
  "total_charge": -1,
  "largest_force_ev_per_a": 4.13
}

Number 1: energy -68163.7123 eV. Number 2: energy -154346.4035 eV. Number 3: energy -11474.0907 eV. Number 4: energy -27869.2651 eV.